54
Properties=species:S:1:pos:R:3:forces:R:3:nbo_charge:R:1 method="wB97M-V/def2-TZVPD" e_above_lowest_kcal_mol=61.66 lumo_ev=1.943 homo_ev=-2.969 charge=-1 multiplicity=1 max_force_ha_per_bohr=0.0687
O -1.170145 -2.790054 -0.011546 0.58 1.08 0.44 -0.563
C -0.522086 -1.830697 0.114813 -0.86 -2.30 -0.92 0.444
Co 0.306762 -0.295261 0.138346 0.25 -1.47 0.50 0.025
C -1.824903 1.472315 0.560075 -0.98 -0.10 0.22 0.587
O -2.759416 2.001580 1.122531 0.28 -0.27 -0.17 -0.555
C 1.958127 -0.364278 0.697930 2.22 1.30 1.63 0.428
O 3.076591 -0.336360 1.038886 -1.42 -0.48 -0.68 -0.557
C 0.088936 -0.316368 -2.149024 -1.47 1.16 1.63 -0.002
C 0.476916 -1.599759 -2.654602 0.03 -0.64 -0.14 -0.103
C 1.646972 -2.217313 -2.162974 -0.16 0.13 -0.13 -0.214
C 2.061523 -3.440274 -2.676706 -0.28 0.14 -0.06 -0.194
C 1.318188 -4.050350 -3.689977 0.01 0.00 -0.09 -0.249
C 0.175362 -3.418414 -4.202339 0.17 -0.07 0.04 -0.209
C -0.256634 -2.201900 -3.695505 0.34 0.16 0.48 -0.200
C -0.498059 0.611008 -1.368227 0.11 -1.69 -0.89 -0.308
C -1.787562 1.065833 -0.838851 -2.20 0.41 -2.69 -0.583
Co 0.651941 1.357770 -2.697925 -0.03 1.07 -3.37 -0.092
C 2.359477 1.127695 -2.401500 1.95 0.93 1.98 0.474
O 3.492168 0.933835 -2.262772 -0.78 -0.28 -0.56 -0.561
C -0.373075 2.729988 -3.186119 0.11 1.35 0.87 0.443
O -0.980806 3.643971 -3.569916 0.15 -0.92 0.06 -0.572
C 1.021150 1.399648 -4.407274 0.01 -0.95 -2.07 0.498
O 1.276835 1.530986 -5.532042 -0.08 0.09 1.08 -0.558
H 2.219277 -1.714547 -1.375174 -0.25 -0.29 -0.43 0.227
H 2.967992 -3.894844 -2.273119 -0.28 0.00 -0.19 0.208
H 1.638964 -5.014880 -4.089209 -0.13 0.29 0.06 0.202
H -0.382819 -3.868423 -5.018677 0.09 -0.09 0.12 0.203
H -1.145087 -1.679616 -4.062631 0.33 -0.32 -0.01 0.216
H -2.097088 1.933476 -1.441119 -0.41 -0.05 0.09 0.238
H -2.588357 0.306368 -1.015196 0.42 0.36 0.27 0.255
C -2.337258 -0.710867 2.706813 -0.34 -0.24 0.00 -0.628
C -1.040817 -0.220505 3.335819 0.33 -0.01 -0.80 0.141
C -1.296431 0.104177 4.797447 -0.13 0.07 0.39 -0.610
C 0.049083 -1.288545 3.257588 0.00 -0.63 0.13 -0.624
N -0.566391 0.986829 2.618549 -0.44 -0.68 -0.44 -0.402
C -0.503881 1.177895 1.163167 2.27 0.88 1.70 0.108
N 0.243505 2.413522 1.095996 -0.01 0.84 -0.20 -0.378
C 0.801649 3.061477 -0.065058 0.42 0.11 0.04 -0.393
C 0.681728 2.790505 2.312895 -0.28 -0.30 1.57 -0.048
C 0.206436 1.911666 3.245541 1.13 1.32 0.05 -0.101
H -2.176313 -1.144255 1.710844 -0.10 0.21 0.30 0.222
H -2.762407 -1.497754 3.350106 0.11 0.18 -0.28 0.206
H -3.053013 0.113753 2.626803 0.08 -0.20 0.06 0.237
H -0.368692 0.299256 5.342735 -0.11 -0.01 -0.04 0.205
H -1.965742 0.960331 4.909468 0.04 0.00 -0.02 0.219
H -1.771519 -0.764531 5.269933 0.11 0.17 -0.11 0.213
H 1.010891 -0.874489 3.575578 -0.06 -0.02 -0.07 0.213
H -0.197859 -2.125697 3.918646 0.00 0.01 0.10 0.195
H 0.157609 -1.694730 2.242066 0.02 0.34 0.54 0.237
H 0.094084 3.118405 -0.892953 0.32 -0.09 0.25 0.225
H 1.098486 4.079248 0.213310 -0.26 -0.05 0.13 0.190
H 1.733568 2.566208 -0.401901 -0.68 -0.04 0.05 0.218
H 1.249657 3.703370 2.457752 -0.07 -0.32 -0.03 0.212
H 0.362479 1.953593 4.318698 -0.05 -0.14 -0.43 0.217